P | Here is an isolated ion of composition C10H15N2 and charge +1 from OMol25. Energies are from wB97M-V/def2-TZVPD.

Summary:
E_HOMO   -12.0 eV
E_LUMO   -3.173 eV
Molar mass   163.244 g mol⁻¹
Charge   +1

Last column: Löwdin charge in e.
Atoms and positions in Å:
C  3.302  0.203  -0.574  -0.072
C  -1.597  0.693  -0.070  -0.387
H  1.595  2.285  1.424  0.134
H  0.484  -2.395  -0.930  0.104
H  -0.895  -2.786  0.887  0.139
H  -0.485  1.072  -1.721  0.052
H  3.702  2.179  0.030  0.133
C  1.751  1.486  0.687  -0.032
H  -0.563  -1.239  -1.417  0.090
H  -0.708  1.716  1.361  0.169
N  -0.952  -1.887  0.532  0.214
C  2.978  1.349  0.095  -0.064
C  0.749  0.594  0.545  -0.245
N  -0.574  0.804  0.897  0.028
C  -0.021  -1.567  -0.600  -0.085
H  -0.837  -1.229  1.340  0.165
H  -3.713  0.516  -0.016  0.100
C  -2.893  0.464  0.700  -0.022
C  -1.439  0.893  -1.416  0.116
H  -2.973  -0.381  1.235  0.028
H  -3.095  1.287  1.306  0.077
H  -1.946  -1.720  0.234  0.167
C  2.422  -0.853  -0.566  -0.007
H  2.637  -1.775  -0.972  0.093
C  1.084  -0.614  -0.163  -0.118
H  -2.369  0.809  -1.998  0.099
H  4.354  0.097  -0.829  0.122

Q | Here is an isolated ion of composition C10H15N2 and charge +1 from OMol25. Energies are from wB97M-V/def2-TZVPD.

Summary:
E_HOMO   -10.7 eV
E_LUMO   -3.326 eV
Molar mass   163.244 g mol⁻¹
Charge   +1

Last column: Löwdin charge in e.
Atoms and positions in Å:
H  2.698  -1.056  0.171  0.100
C  0.743  -0.295  0.174  -0.175
H  2.343  2.652  1.318  0.068
H  0.305  1.678  0.589  0.123
H  1.992  2.378  -0.926  0.100
C  -1.755  0.324  0.116  -0.061
C  1.177  1.126  0.227  -0.300
H  -4.938  0.827  -0.559  0.101
H  2.186  0.886  -1.677  0.161
C  -3.078  0.097  -0.159  -0.160
H  0.614  1.612  -1.691  0.263
C  -0.970  -1.958  -0.109  -0.038
C  1.265  -2.666  0.125  -0.077
H  -1.998  -2.049  -0.369  0.086
H  -1.382  1.375  0.262  0.094
N  -4.019  1.088  -0.255  0.092
C  2.329  1.596  1.191  -0.021
C  -0.637  -0.659  0.155  -0.184
C  1.683  -1.344  0.148  -0.032
H  -3.923  1.945  0.201  0.080
H  -0.425  -4.066  -0.320  0.127
H  1.989  -3.462  0.103  0.105
N  1.628  1.535  -1.163  0.246
H  2.211  1.024  2.200  0.142
C  -0.052  -3.039  -0.145  -0.015
H  -3.321  -0.883  -0.499  0.102
H  3.334  1.335  0.890  0.075

Ranking the structures above by energy, Q is first and the second is 4.3 kcal/mol behind.